1.
# C3H6N2O

C3H6N2O in the gas phase (ωB97M-V with the def2-TZVPD basis set, the Open Molecules 2025 dataset).

CARTESIAN COORDINATES (ANGSTROEM)
C (-1.5414, 0.0921, 0.0216)
N (-0.8390, 0.0071, -1.2945)
C (0.3794, -0.3143, -1.2287)
N (1.0031, -0.5859, 0.0188)
C (1.4225, 0.4538, 0.8010)
O (1.6160, 0.3673, 1.9918)
H (-1.0169, -0.0659, 0.9838)
H (-1.9500, 1.0984, 0.0726)
H (-2.3402, -0.6461, -0.0203)
H (1.0473, -0.4008, -2.0864)
H (0.6573, -1.3900, 0.5238)
H (1.5620, 1.3843, 0.2165)

Summary:
Structure (SMILES) ... C/N=C\NC=O
Relative energy (zero: lowest compared OMol25 entry of this formula, charge and spin) ... 1.665 eV
Gap between HOMO and LUMO ... 11.29 eV

2.
# C18H45N3NaO10P

A molecular structure, C18H45N3NaO10P (ωB97M-V with the def2-TZVPD basis set, the Open Molecules 2025 dataset).

CARTESIAN COORDINATES (ANGSTROEM)
Na (17.7467, -11.4373, 7.7944)
P (16.0529, -10.4861, 5.7153)
O (16.3966, -9.2901, 4.7987)
O (16.0025, -9.9961, 7.2322)
O (17.1690, -11.6187, 5.6189)
O (14.6926, -11.1230, 5.3166)
C (19.3594, -6.5250, 7.4797)
O (20.4449, -7.2967, 6.9988)
C (20.0616, -8.2065, 5.9561)
C (19.2944, -9.4046, 6.4888)
N (20.0369, -10.1471, 7.5525)
C (20.9634, -11.0972, 6.9103)
C (21.8680, -11.7278, 7.9355)
O (22.6070, -10.7145, 8.5755)
C (23.1623, -11.1012, 9.8045)
H (18.9294, -5.9155, 6.6755)
H (19.7743, -5.7941, 8.1865)
H (18.6276, -7.1479, 7.9952)
H (21.0200, -8.5595, 5.5528)
H (19.5218, -7.7635, 5.1129)
H (19.1358, -10.0974, 5.6575)
H (18.2990, -9.1207, 6.8435)
H (20.6790, -9.4872, 7.9953)
H (21.6709, -10.5822, 6.2374)
H (20.3958, -11.8586, 6.3753)
H (22.5785, -12.4026, 7.4121)
H (21.3711, -12.3854, 8.6660)
H (23.8600, -11.9459, 9.6552)
H (22.3757, -11.5362, 10.4451)
H (23.6174, -10.2257, 10.2454)
C (16.0897, -6.7064, 9.9121)
O (15.3299, -7.1934, 10.9608)
C (14.6920, -8.3992, 10.5917)
C (15.6198, -9.6112, 10.6368)
N (15.2094, -10.7395, 9.8344)
C (13.8831, -11.1913, 10.1968)
C (13.5960, -12.5970, 9.7079)
O (13.3145, -12.5138, 8.3768)
C (13.5951, -13.6498, 7.6104)
H (15.4822, -6.1824, 9.1481)
H (16.5973, -7.4719, 9.3118)
H (16.7978, -5.9721, 10.3008)
H (14.2294, -8.3282, 9.5941)
H (13.8103, -8.5450, 11.2329)
H (15.8113, -9.9655, 11.6725)
H (16.6065, -9.2404, 10.3481)
H (15.4340, -10.4505, 8.8240)
H (13.0996, -10.5257, 9.8075)
H (13.8811, -11.1065, 11.2968)
H (12.7841, -13.0022, 10.3716)
H (14.4164, -13.2839, 9.9627)
H (13.9649, -13.2653, 6.6249)
H (12.7177, -14.3016, 7.4348)
H (14.3776, -14.2687, 8.0843)
C (19.1242, -15.2940, 6.0003)
O (18.8412, -14.9095, 7.3533)
C (17.4597, -14.6837, 7.5419)
C (17.2508, -14.2511, 8.9732)
N (18.2843, -13.2733, 9.3306)
C (18.1290, -12.7787, 10.6987)
C (19.1317, -11.7239, 11.0391)
O (18.7796, -10.5347, 10.4358)
C (19.5044, -9.4296, 10.8778)
H (18.8208, -14.4833, 5.3202)
H (18.5184, -16.1669, 5.7026)
H (20.1843, -15.5138, 5.9170)
H (16.8928, -15.6257, 7.4261)
H (17.0346, -13.9491, 6.8393)
H (17.2819, -15.1598, 9.6068)
H (16.2816, -13.7879, 9.1535)
H (19.1490, -13.8110, 9.2923)
H (18.2647, -13.5382, 11.5021)
H (17.1330, -12.3393, 10.8388)
H (20.1179, -12.1000, 10.6800)
H (19.2897, -11.6636, 12.1287)
H (20.5882, -9.5966, 10.7227)
H (19.3759, -9.1330, 11.9309)
H (19.2269, -8.5793, 10.2550)

Summary:
Charge ... -2
Relative energy (zero: lowest compared OMol25 entry of this formula, charge and spin) ... 0.822 eV
Gap between HOMO and LUMO ... 2.51 eV

3.
# C30H46BrN3OsP2

A molecular structure, C30H46BrN3OsP2 (ωB97M-V with the def2-TZVPD basis set, the Open Molecules 2025 dataset).

CARTESIAN COORDINATES (ANGSTROEM)
C (2.8081, 4.9658, -0.9238)
C (1.7203, 4.3073, -1.5465)
C (1.7160, 4.1982, -2.9535)
C (2.8019, 4.7399, -3.6588)
N (3.7891, 5.3886, -3.0694)
C (3.8005, 5.5038, -1.7466)
C (0.6581, 3.7236, -0.7733)
C (-0.4010, 3.4529, -0.2206)
C (-1.4877, 2.7438, 0.3985)
C (-1.2558, 1.5194, 1.1979)
C (-2.3730, 1.0179, 1.9981)
C (-3.5374, 1.1185, 1.1664)
C (-3.8870, 2.3125, 0.5299)
C (-2.8044, 3.1310, 0.2026)
Os (-1.5136, -0.4357, 0.9775)
P (0.8382, -0.5800, 0.1087)
H (0.9225, 3.6820, -3.4929)
H (2.8896, 5.0600, 0.1555)
H (2.8798, 4.6462, -4.7352)
H (4.6516, 6.0388, -1.3421)
H (-3.0182, 4.0552, -0.3161)
H (-0.1471, 1.3049, 1.2709)
H (-4.9125, 2.5669, 0.2294)
H (-2.4123, 0.5650, 3.0010)
C (1.6349, -2.2482, 0.3437)
C (2.9223, -2.5926, -0.4276)
H (0.8612, -3.0004, 0.1069)
H (1.8371, -2.3075, 1.4274)
H (3.1689, -3.6391, -0.1784)
H (2.8213, -2.5468, -1.5255)
H (3.7843, -1.9830, -0.1062)
C (1.2644, 0.0210, -1.6282)
C (2.6423, 0.6211, -1.9266)
H (0.4936, 0.7790, -1.8362)
H (1.0926, -0.8485, -2.2783)
H (2.6795, 0.8078, -3.0112)
H (2.7997, 1.6025, -1.4419)
H (3.4765, -0.0578, -1.6824)
C (1.9020, 0.6563, 1.0138)
C (3.3630, 0.2696, 1.2267)
H (1.4737, 0.8246, 2.0136)
H (1.8112, 1.5961, 0.4459)
H (3.8087, 1.0257, 1.8980)
H (3.4846, -0.7034, 1.7271)
H (3.9535, 0.2710, 0.2981)
Br (-4.6466, -0.4837, 0.9050)
P (-1.7042, -1.5875, -1.3486)
C (-0.6429, -2.5561, -2.5008)
C (-1.2735, -3.8208, -3.1336)
H (0.2492, -2.8419, -1.9217)
H (-0.3171, -1.8799, -3.3048)
H (-0.5074, -4.3293, -3.7533)
H (-1.6004, -4.5314, -2.3497)
H (-2.1150, -3.5649, -3.8073)
C (-2.5992, -2.8869, -0.3852)
C (-4.0230, -3.1166, -0.8913)
H (-2.6083, -2.5071, 0.6537)
H (-2.0476, -3.8309, -0.3816)
H (-4.5888, -3.7540, -0.1874)
H (-4.5505, -2.1503, -0.9353)
H (-4.0834, -3.5962, -1.8841)
C (-2.7984, -0.5160, -2.3407)
C (-3.2759, -1.0949, -3.6833)
H (-2.1864, 0.3831, -2.5295)
H (-3.6472, -0.1830, -1.7195)
H (-3.9083, -0.3561, -4.1981)
H (-2.4325, -1.3108, -4.3565)
H (-3.8824, -2.0054, -3.5572)
C (1.2501, -2.8927, 5.3047)
C (0.6027, -1.7481, 4.6267)
C (0.6335, -0.4062, 4.9670)
C (-0.0541, 0.3088, 3.9703)
N (-0.5413, -0.5988, 3.0499)
N (-0.0780, -1.8221, 3.4613)
C (-0.1752, 1.7870, 3.9729)
H (2.1023, -2.5136, 5.8910)
H (0.5877, -3.4075, 6.0279)
H (1.6163, -3.6397, 4.5851)
H (1.1326, 0.0250, 5.8199)
H (-0.3287, -2.6832, 2.9815)
H (0.2640, 2.1505, 4.9145)
H (0.4027, 2.2916, 3.1829)
H (-1.2259, 2.0958, 3.9383)

Summary:
⟨S²⟩ ... 6.078
Multiplicity ... 5
Charge ... +4
Relative energy (zero: lowest compared OMol25 entry of this formula, charge and spin) ... 6.128 eV
Gap between HOMO and LUMO (alpha / beta) ... 6.52 / 4.41 eV